Record 1
Formula: CH2N2O3S
Source: the OMol25 dataset
Level of theory: the ωB97M-V functional and the def2-TZVPD basis

Output
HOMO	-0.38848	Eh
energy relative to the best compared isomer or geometry (same formula, charge and spin)	198.2	kJ/mol
SMILES	N=S(=O)=O.N=C=O
total energy	-21024.3698	eV

Each atom is followed by the atoms it is bonded to, with distances in Å.
Positions of all 9 atoms, in Å:
1 S -1.7713 -1.6882 1.0220  O3 1.397, O4 1.409, N5 1.493
2 O -0.4806 1.6785 -2.8111  C7 1.155
3 O -1.9383 -1.3584 2.3692  S1 1.397
4 O -2.2874 -2.9076 0.5408  S1 1.409
5 N -1.0959 -0.7006 0.1288  S1 1.493, H8 0.994
6 N -1.6444 1.1481 -0.8830  C7 1.173, H9 1.088
7 C -1.0651 1.5438 -1.8237  O2 1.155, N6 1.173
8 H -1.1514 -0.8490 -0.8529  N5 0.994
9 H -1.6665 1.2265 0.2023  N6 1.088



Record 2
Formula: C3H11NO
Source: the OMol25 dataset
Level of theory: the ωB97M-V functional and the def2-TZVPD basis

Output
HOMO	-0.34826	Eh
energy relative to the best compared isomer or geometry (same formula, charge and spin)	134.0	kJ/mol
SMILES	CCOC.N
total energy	-6825.8570	eV

Each atom is followed by the atoms it is bonded to, with distances in Å.
Positions of all 16 atoms, in Å:
1 O 0.0244 1.0431 0.8399  C4 1.424, C5 1.376
2 N -0.2561 -3.7051 0.9796  H6 1.006, H7 1.008, H16 1.007
3 C -0.1914 2.1853 -1.3653  C5 1.544, H12 1.090, H14 1.096, H15 1.088
4 C 0.8250 -0.0563 0.4163  O1 1.424, H8 1.101, H10 1.081, H11 1.080
5 C -0.6925 1.9323 0.0726  O1 1.376, C3 1.544, H9 1.093, H13 1.116
6 H 0.2333 -3.4983 1.8336  N2 1.006
7 H 0.1627 -3.2516 0.1822  N2 1.008
8 H 0.4623 -0.4188 -0.5582  C4 1.101
9 H -0.7385 2.8654 0.6397  C5 1.093
10 H 1.8662 0.2329 0.4538  C4 1.081
11 H 0.5200 -0.8914 1.0299  C4 1.080
12 H -0.3465 1.2726 -1.9411  C3 1.090
13 H -1.7372 1.5731 -0.0850  C5 1.116
14 H -0.7382 3.0063 -1.8429  C3 1.096
15 H 0.8708 2.4055 -1.4533  C3 1.088
16 H -0.2644 -4.6951 0.7981  N2 1.007



Record 3
Formula: C5H12NO
Source: the OMol25 dataset
Level of theory: the ωB97M-V functional and the def2-TZVPD basis

Output
HOMO	-0.08348	Eh
energy relative to the best compared isomer or geometry (same formula, charge and spin)	71.8	kJ/mol
SMILES	CCN[C@H](C)C[O-]
total energy	-8916.3194	eV
net charge	-1

Each atom is followed by the atoms it is bonded to, with distances in Å.
Positions of all 19 atoms, in Å:
1 O 2.5927 0.8466 0.3958  C6 1.336
2 N -0.7250 -0.2379 -0.8616  C3 1.478, C5 1.458, H19 1.013
3 C 0.7040 -0.4299 -0.5383  N2 1.478, C4 1.523, C6 1.570, H18 1.092
4 C 1.0061 -1.5872 0.4046  C3 1.523, H8 1.088, H11 1.101, H17 1.084
5 C -1.6928 -0.4504 0.2078  N2 1.458, C7 1.523, H10 1.098, H15 1.086
6 C 1.3310 0.9201 -0.0386  O1 1.336, C3 1.570, H9 1.124, H13 1.130
7 C -2.7006 0.6885 0.2876  C5 1.523, H12 1.096, H14 1.086, H16 1.090
8 H 1.6183 -2.3322 -0.0993  C4 1.088
9 H 0.5921 1.2894 0.7242  C6 1.124
10 H -1.2084 -0.4440 1.1933  C5 1.098
11 H 1.6867 -1.2475 1.2012  C4 1.101
12 H -3.3562 0.5283 1.1510  C7 1.096
13 H 1.2436 1.5716 -0.9576  C6 1.130
14 H -2.1524 1.6165 0.4189  C7 1.086
15 H -2.1998 -1.3984 0.0505  C5 1.086
16 H -3.3352 0.7532 -0.5968  C7 1.090
17 H 0.1288 -2.0415 0.8505  C4 1.084
18 H 1.2090 -0.6471 -1.4818  C3 1.092
19 H -0.8524 0.6937 -1.2372  N2 1.013